Arrangement i

The following is a DFT calculation (ωB97M-V/def2-TZVPD) of a molecular structure, C20H27N3O4.

## Properties
orbital gap = 8.41 eV
HOMO level = -8.39 eV

Geometry (Å):
C1 -1.23 -3.10 -0.78
O1 -1.47 -2.11 0.06
C2 -2.84 -2.07 0.37
C3 -3.39 -0.96 1.14
C4 -3.55 0.14 0.13
N1 -2.33 0.75 -0.04
C5 -1.80 0.25 -1.10
O2 -2.36 -0.29 -2.17
N2 -0.46 0.76 -1.60
C6 0.29 1.65 -0.77
C7 1.46 2.38 -1.10
C8 2.03 3.24 -0.45
C9 1.55 3.45 0.69
C10 0.31 3.26 1.21
C11 -0.37 2.19 0.26
C12 -1.73 1.67 0.94
O3 -2.17 1.84 1.91
H1 -0.26 3.47 2.13
H2 2.14 4.49 1.34
H3 3.08 3.55 -0.52
H4 1.97 1.82 -2.09
C13 0.18 0.12 -2.39
H5 0.57 0.79 -3.32
H6 -0.45 -0.69 -2.76
C14 1.57 -0.48 -2.25
O4 2.66 -0.72 -2.69
N3 1.47 -1.30 -0.75
H7 0.62 -0.85 -0.29
C15 2.51 -1.62 0.13
C16 2.28 -2.90 0.86
C17 1.26 -2.48 1.87
C18 1.75 -1.54 2.73
C19 2.11 -0.19 2.11
C20 3.06 -0.62 0.95
H8 4.00 -0.89 1.41
H9 3.32 0.62 0.45
H10 2.51 0.53 2.60
H11 1.15 0.19 1.94
H12 1.04 -1.27 3.67
H13 2.59 -1.74 3.43
H14 1.16 -3.59 2.63
H15 0.15 -2.19 1.75
H16 3.07 -3.30 1.24
H17 1.79 -3.75 0.13
H18 3.27 -1.74 -0.79
H19 -3.96 0.02 -0.64
H20 -4.00 1.00 0.88
H21 -2.60 -0.87 2.01
H22 -4.39 -1.04 1.51
H23 -3.72 -2.18 -0.48
H24 -3.15 -3.02 0.96
H25 -0.19 -2.98 -1.11
H26 -1.64 -2.89 -1.90
H27 -1.44 -4.18 -0.37


Arrangement ii

The following is a DFT calculation (ωB97M-V/def2-TZVPD) of a single C20H27N3O4 molecule.

## Properties
orbital gap = 9.46 eV
HOMO level = -8.62 eV

Geometry (Å):
C1 -5.43 -2.17 -0.47
C2 -4.43 -1.50 0.46
O1 -3.83 -0.42 -0.24
C3 -2.89 0.31 0.50
O2 -1.81 -0.51 0.90
C4 -0.93 -0.81 -0.11
C5 0.13 -1.79 0.26
O3 0.64 -2.56 -0.53
N1 0.54 -1.68 1.55
C6 1.83 -2.22 1.92
C7 2.89 -1.49 1.15
N2 3.38 -0.32 1.48
C8 4.21 0.03 0.44
C9 4.99 1.17 0.26
C10 5.73 1.25 -0.90
C11 5.70 0.25 -1.87
C12 4.93 -0.89 -1.71
C13 4.19 -0.99 -0.54
N3 3.34 -1.95 -0.05
C14 -0.85 -0.15 -1.26
C15 -1.67 1.06 -1.57
C16 -2.58 0.79 -2.77
C17 -2.47 1.52 -0.34
C18 -1.81 2.63 0.51
C19 -0.88 2.21 1.66
C20 0.55 1.84 1.27
O4 1.08 1.06 2.33
H1 -4.91 -2.55 -1.35
H2 -5.91 -2.99 0.05
H3 -6.18 -1.45 -0.79
H4 -3.66 -2.21 0.77
H5 -4.93 -1.11 1.36
H6 -3.35 0.63 1.46
H7 0.25 -0.84 2.06
H8 1.97 -2.07 2.99
H9 1.85 -3.28 1.67
H10 5.02 1.94 1.01
H11 6.35 2.12 -1.07
H12 6.29 0.36 -2.76
H13 4.91 -1.67 -2.45
H14 2.96 -2.74 -0.54
H15 -0.12 -0.47 -1.99
H16 -0.98 1.86 -1.85
H17 -3.10 1.70 -3.07
H18 -2.00 0.42 -3.61
H19 -3.32 0.03 -2.50
H20 -3.41 1.94 -0.71
H21 -2.62 3.20 0.97
H22 -1.27 3.30 -0.16
H23 -0.82 3.04 2.37
H24 -1.30 1.37 2.20
H25 1.16 2.74 1.12
H26 0.57 1.26 0.33
H27 1.99 0.79 2.13


Verdict on stability: arrangement ii comes out on top.


Arrangement i

The following is a DFT calculation (ωB97M-V/def2-TZVPD) of 2 unconnected molecules or ions with the total composition C6H11I.

## Properties
orbital gap (spin up / spin down) = 7.81 / 8.84 eV
HOMO level (spin up / spin down) = -7.59 / -8.46 eV

Geometry (Å):
C1 1.12 1.09 -0.96
C2 0.66 1.13 0.27
C3 1.85 2.30 -1.64
C4 -0.93 -0.97 2.14
C5 -1.63 -1.48 -0.33
C6 -0.58 -1.42 0.73
I1 0.98 -2.87 0.57
H1 1.03 0.27 -1.67
H2 0.63 1.88 1.04
H3 2.70 1.87 -2.23
H4 1.01 2.68 -2.21
H5 2.10 2.98 -0.80
H6 -1.53 -1.67 2.57
H7 0.03 -0.88 2.64
H8 -1.54 -0.12 2.09
H9 -2.11 -2.51 -0.47
H10 -1.34 -1.42 -1.39
H11 -2.46 -0.87 -0.34


Arrangement ii

The following is a DFT calculation (ωB97M-V/def2-TZVPD) of 2 unconnected molecules or ions with the total composition C6H11I.

## Properties
orbital gap (spin up / spin down) = 8.69 / 8.69 eV
HOMO level (spin up / spin down) = -8.14 / -8.14 eV

Geometry (Å):
C1 0.49 0.46 1.57
C2 1.01 0.32 0.36
C3 1.24 0.70 2.82
C4 0.05 -1.36 -2.04
C5 -1.81 0.13 -0.94
C6 -0.43 -0.08 -1.44
I1 0.21 1.67 -2.60
H1 -0.61 0.60 1.75
H2 1.91 -0.06 -0.01
H3 0.78 1.64 3.45
H4 1.08 -0.09 3.61
H5 2.36 0.80 2.71
H6 -0.90 -1.87 -2.47
H7 0.84 -1.36 -2.87
H8 0.39 -2.18 -1.26
H9 -2.56 0.03 -1.79
H10 -1.93 1.29 -0.73
H11 -2.14 -0.63 -0.11


Verdict on stability: arrangement ii comes out on top.


Arrangement i

The following is a DFT calculation (ωB97M-V/def2-TZVPD) of 2 unconnected molecules or ions with the total composition CH3IO2.

## Properties
orbital gap (spin up / spin down) = 5.35 / 5.32 eV
HOMO level (spin up / spin down) = -9.43 / -9.40 eV

Geometry (Å):
C1 -0.51 -0.29 -0.28
O1 -0.95 0.70 0.49
O2 0.59 -0.98 -0.04
I1 3.04 0.88 -0.05
H1 -1.36 -1.24 -0.14
H2 -0.49 0.03 -1.28
H3 -0.32 0.91 1.29


Arrangement ii

The following is a DFT calculation (ωB97M-V/def2-TZVPD) of 2 unconnected molecules or ions with the total composition CH3IO2.

## Properties
orbital gap (spin up / spin down) = 7.90 / 7.90 eV
HOMO level (spin up / spin down) = -8.69 / -8.69 eV

Geometry (Å):
C1 -0.38 0.05 -0.61
O1 0.20 1.21 -0.54
O2 0.19 -0.81 1.61
I1 0.41 -1.54 -1.65
H1 -1.45 0.04 -0.42
H2 1.16 1.17 -0.59
H3 -0.13 -0.13 2.20


Verdict on stability: arrangement ii comes out on top.